1.
124
Properties=species:S:1:pos:R:3:mulliken_spin:R:1 method="wB97M-V/def2-TZVPD" homo_lumo_gap_ev="7.584 / 7.664" energy_ha=-6957.84346 spin_multiplicity=3 max_force_ev_per_a=1.6 homo_ev="-7.63 / -7.79"
W -1.0370 0.4129 1.3828 1.632
O 2.7607 -0.2771 -3.2065 0.015
C 3.7475 0.6642 -3.0065 0.001
C 5.0225 0.4592 -3.5253 0.000
C 6.0087 1.4052 -3.3166 0.000
C 5.7300 2.5401 -2.5625 0.000
C 4.4829 2.6839 -1.9833 0.001
C 3.4620 1.7480 -2.1840 0.009
P 1.8896 1.7873 -1.2205 0.048
C 2.6604 2.3564 0.3470 -0.035
C 2.5202 3.6329 0.8801 0.007
C 3.1234 3.9655 2.0861 -0.001
C 3.8784 3.0261 2.7739 -0.001
C 4.0350 1.7508 2.2462 -0.001
C 3.4299 1.4201 1.0407 -0.004
C 1.0068 3.2566 -1.8412 -0.014
C -0.3752 3.2543 -1.6392 0.012
C -1.1651 4.2877 -2.1215 0.008
C -0.5869 5.3309 -2.8309 0.000
C 0.7802 5.3234 -3.0701 0.000
C 1.5702 4.2898 -2.5866 -0.002
C 2.2230 -0.5135 -4.4540 0.003
C 2.8430 -0.1944 -5.6508 0.000
C 2.2271 -0.5437 -6.8466 0.000
C 1.0167 -1.2137 -6.8455 0.000
C 0.3975 -1.5063 -5.6368 0.000
C 0.9756 -1.1481 -4.4240 -0.002
P 0.1172 -1.2193 -2.8020 -0.020
C -1.3608 -2.1934 -3.2773 0.011
C -2.4861 -1.4514 -3.6390 -0.001
C -3.6426 -2.0786 -4.0762 0.001
C -3.6959 -3.4646 -4.1418 0.000
C -2.5898 -4.2137 -3.7687 0.000
C -1.4293 -3.5817 -3.3419 0.000
C 1.1072 -2.4608 -1.8827 0.002
C 1.0991 -2.4036 -0.4894 -0.066
C 1.8032 -3.3353 0.2610 0.012
C 2.5405 -4.3276 -0.3678 0.000
C 2.5746 -4.3802 -1.7547 -0.001
C 1.8639 -3.4532 -2.5032 0.000
H 5.2280 -0.4556 -4.0646 0.000
H 6.9968 1.2507 -3.7301 0.000
H 6.4939 3.2870 -2.3925 0.000
H 4.3024 3.5247 -1.3236 0.000
H 1.9146 4.3668 0.3617 -0.001
H 2.9920 4.9576 2.4973 0.000
H 4.3468 3.2892 3.7133 0.000
H 4.6360 1.0150 2.7673 0.000
H 3.5738 0.4266 0.6218 0.003
H -0.8480 2.4218 -1.1294 -0.023
H -2.2340 4.2637 -1.9470 0.000
H -1.2001 6.1378 -3.2109 0.000
H 1.2363 6.1207 -3.6427 0.000
H 2.6317 4.2968 -2.8019 0.000
H 3.7837 0.3335 -5.6689 0.000
H 2.7106 -0.2905 -7.7813 0.000
H 0.5445 -1.4960 -7.7766 0.000
H -0.5628 -2.0056 -5.6407 0.000
H -2.4536 -0.3703 -3.5627 -0.001
H -4.5041 -1.4856 -4.3546 0.000
H -4.5977 -3.9583 -4.4803 0.000
H -2.6287 -5.2953 -3.8158 0.000
H -0.5684 -4.1753 -3.0581 0.000
H 0.5250 -1.6323 0.0234 0.112
H 1.7705 -3.2999 1.3448 0.000
H 3.0851 -5.0556 0.2198 0.000
H 3.1533 -5.1458 -2.2560 0.000
H 1.8996 -3.4972 -3.5861 0.000
N 0.9118 -0.0676 2.4204 0.112
N 0.9010 0.4836 3.7230 0.032
C -0.2819 1.1317 4.1379 0.020
O -0.2534 1.8233 5.1297 0.003
O -1.3185 0.8692 3.3955 -0.027
H 1.1649 -1.0525 2.4626 0.017
H 1.6110 0.4151 1.8464 -0.061
H 1.7721 0.8803 4.0420 0.000
C -1.0296 -5.7455 0.5744 0.000
C -1.6792 -4.7885 -0.1922 0.004
C -2.0348 -3.5695 0.3604 -0.025
C -1.7668 -3.3005 1.7042 0.010
C -1.1349 -4.2753 2.4742 -0.001
C -0.7598 -5.4867 1.9085 0.001
P -2.2204 -1.6639 2.3774 0.046
C -2.0730 -1.8353 4.1860 -0.003
C -3.1842 -1.7716 5.0195 -0.004
C -3.0347 -1.8625 6.3967 0.001
C -1.7782 -2.0162 6.9574 -0.002
C -0.6613 -2.0770 6.1348 0.003
C -0.8123 -1.9847 4.7630 0.015
C -4.0110 -1.5236 2.1274 -0.040
C -4.8199 -2.6540 2.0499 -0.013
C -6.1972 -2.5177 1.9602 0.000
C -6.7709 -1.2537 1.9648 0.001
C -5.9675 -0.1259 2.0543 0.010
C -4.5895 -0.2567 2.1319 0.039
H -0.7420 -6.6906 0.1324 0.000
H -1.9115 -4.9855 -1.2300 0.000
H -2.5255 -2.8274 -0.2590 0.003
H -0.9509 -4.1121 3.5260 0.001
H -0.2679 -6.2312 2.5212 0.000
H -4.1732 -1.6358 4.6036 0.000
H -3.9090 -1.7999 7.0310 0.000
H -1.6652 -2.0807 8.0313 0.000
H 0.3273 -2.1811 6.5618 0.000
H 0.0726 -2.0243 4.1402 0.003
H -4.3783 -3.6428 2.0549 0.000
H -6.8208 -3.3989 1.8890 0.000
H -7.8459 -1.1478 1.8987 0.000
H -6.4105 0.8609 2.0588 0.001
H -3.9710 0.6328 2.1967 0.014
Br -0.4106 8.3490 0.5748 0.000
C -0.1650 6.8204 1.6597 0.000
C 0.6066 6.9072 2.8086 0.000
N 0.8079 5.8699 3.6128 0.000
C 0.2647 4.7017 3.2824 0.001
C -0.5100 4.5273 2.1412 -0.005
C -0.7453 5.6155 1.3150 -0.001
C -1.0517 3.1890 1.7494 0.060
O -2.2404 2.9778 1.5902 0.027
O -0.1398 2.2725 1.5263 0.207
H 1.0731 7.8460 3.0832 0.000
H 0.4345 3.8718 3.9598 0.000
H -1.3505 5.5155 0.4258 0.000
S -2.1391 -0.1375 -0.3421 -0.154

---

2.
121
Properties=species:S:1:pos:R:3:mulliken_spin:R:1 method="wB97M-V/def2-TZVPD" homo_lumo_gap_ev="7.549 / 7.302" total_charge=+1 energy_ha=-7062.23450 spin_multiplicity=6 max_force_ev_per_a=0.6 homo_ev="-9.38 / -9.54"
Mn 0.3414 -0.3493 0.4812 4.381
S 2.1891 -0.1938 2.2250 0.086
C 2.6023 1.4944 2.5040 0.002
C 3.9147 1.8972 2.7659 -0.009
C 4.2102 3.2233 3.0283 0.001
C 3.2078 4.1881 3.0446 0.006
C 1.8990 3.8125 2.7836 -0.004
C 1.6109 2.4817 2.5087 0.082
As -0.1317 1.8521 2.0253 0.056
C -0.8817 1.1233 3.6546 0.012
C -0.1074 0.9682 4.7973 -0.001
C -0.6480 0.3392 5.9135 0.002
C -1.9560 -0.1271 5.8901 0.001
C -2.7334 0.0372 4.7496 0.005
C -2.1949 0.6587 3.6310 -0.014
C -1.0952 3.5247 1.8163 0.025
C -0.9762 4.1946 0.6009 0.020
C -1.6234 5.4048 0.3980 -0.001
C -2.3973 5.9536 1.4140 0.001
C -2.5171 5.2899 2.6258 -0.001
C -1.8676 4.0771 2.8291 -0.007
H 4.7001 1.1518 2.7711 0.000
H 5.2338 3.5091 3.2301 0.000
H 3.4430 5.2219 3.2560 0.000
H 1.1144 4.5593 2.7776 -0.001
H 0.9188 1.3135 4.8098 0.001
H -0.0448 0.2176 6.8030 0.000
H -2.3745 -0.6060 6.7656 0.000
H -3.7573 -0.3114 4.7321 0.000
H -2.8126 0.7852 2.7453 -0.016
H -0.3808 3.7761 -0.2052 -0.007
H -1.5234 5.9187 -0.5484 0.000
H -2.9020 6.8970 1.2593 0.000
H -3.1143 5.7163 3.4206 0.000
H -1.9684 3.5709 3.7822 0.001
C -0.5951 1.5596 -5.7209 0.000
C -0.5567 0.0311 -5.5375 0.001
C -0.7527 -0.6447 -6.8965 0.000
C -1.6600 -0.3637 -4.5688 0.001
C -2.9686 -0.5859 -4.9826 0.000
C -3.9857 -0.8590 -4.0783 0.000
C -3.6975 -0.9198 -2.7295 -0.005
C -2.3987 -0.7129 -2.2707 -0.092
P -2.0664 -0.8474 -0.4840 0.290
C -2.4929 -2.5721 -0.0851 -0.008
C -2.7984 -2.9338 1.2259 0.020
C -2.9805 -4.2648 1.5645 0.001
C -2.8562 -5.2518 0.5950 0.002
C -2.5542 -4.9008 -0.7122 0.001
C -2.3728 -3.5668 -1.0524 0.008
C -3.4040 0.1771 0.2035 -0.075
C -3.2341 1.5547 0.1108 0.001
C -4.2108 2.4214 0.5734 0.003
C -5.3690 1.9145 1.1452 0.001
C -5.5556 0.5410 1.2281 0.000
C -4.5817 -0.3259 0.7511 0.001
C -1.4057 -0.4300 -3.2024 0.061
O -0.1441 -0.1881 -2.7080 0.066
C 0.9409 -0.3807 -3.5435 0.053
C 2.1696 -0.5879 -2.9254 -0.116
C 3.2828 -0.7829 -3.7401 0.001
C 3.1638 -0.7753 -5.1165 0.001
C 1.9240 -0.5485 -5.6950 0.000
C 0.7848 -0.3416 -4.9245 -0.003
P 2.3533 -0.4703 -1.1082 0.197
C 3.4927 -1.8518 -0.7604 0.009
C 4.4847 -1.7782 0.2119 -0.003
C 5.2623 -2.8904 0.5012 -0.002
C 5.0489 -4.0882 -0.1639 0.002
C 4.0528 -4.1744 -1.1273 0.000
C 3.2812 -3.0618 -1.4225 0.006
C 3.2908 1.0742 -0.9030 -0.094
C 4.6672 1.1471 -1.1128 -0.012
C 5.3333 2.3540 -0.9760 0.000
C 4.6317 3.5050 -0.6406 0.000
C 3.2592 3.4470 -0.4581 0.016
C 2.5985 2.2358 -0.5934 0.069
H -1.5549 1.8661 -6.1379 0.000
H 0.1977 1.8785 -6.3975 0.000
H -0.4565 2.0717 -4.7679 0.000
H -1.6958 -0.3468 -7.3497 0.000
H -0.7372 -1.7312 -6.8108 0.000
H 0.0219 -0.3414 -7.5968 0.000
H -3.2084 -0.5355 -6.0340 0.000
H -4.9949 -1.0174 -4.4290 0.000
H -4.4889 -1.1295 -2.0200 0.001
H -2.8794 -2.1769 1.9984 -0.008
H -3.2125 -4.5304 2.5870 0.000
H -2.9989 -6.2901 0.8597 0.000
H -2.4609 -5.6646 -1.4715 0.000
H -2.1443 -3.3087 -2.0787 0.000
H -2.3330 1.9669 -0.3317 -0.003
H -4.0538 3.4889 0.4995 0.000
H -6.1274 2.5877 1.5211 0.000
H -6.4633 0.1407 1.6579 0.000
H -4.7475 -1.3935 0.8109 0.000
H 4.2526 -0.9504 -3.2899 0.000
H 4.0321 -0.9312 -5.7397 0.000
H 1.8506 -0.5229 -6.7716 0.000
H 4.6391 -0.8598 0.7614 0.003
H 6.0322 -2.8191 1.2570 0.000
H 5.6562 -4.9523 0.0675 0.000
H 3.8818 -5.1031 -1.6542 0.000
H 2.5188 -3.1389 -2.1894 -0.001
H 5.2298 0.2588 -1.3691 0.000
H 6.4028 2.3962 -1.1293 0.000
H 5.1557 4.4436 -0.5235 0.000
H 2.7067 4.3376 -0.1894 0.001
H 1.5196 2.2061 -0.4500 -0.016
N -0.3919 -3.5166 4.8746 0.000
C -0.0501 -3.5436 3.5547 0.014
C -0.0641 -2.3582 2.7993 0.005
N 0.2135 -2.3733 1.5121 -0.056
C 0.5236 -3.5467 0.9414 0.050
C 0.5353 -4.6973 1.7001 0.001
N 0.2526 -4.7100 3.0027 0.003
H -0.3928 -2.6360 5.3597 0.000
H -0.1929 -4.3452 5.4089 0.000
H -0.2836 -1.4046 3.2708 -0.009
H 0.7584 -3.5577 -0.1139 -0.004
H 0.7931 -5.6439 1.2445 0.000